Record 1
Below is a molecular structure, C10H16N7OPt, with properties calculated with ωB97M-V/def2-TZVPD.

XYZ file:
```
35
Properties=species:S:1:pos:R:3:nbo_charge:R:1
Pt -0.292 0.191 0.461 0.91
O 2.136 0.132 1.128 -0.70
N -6.806 -0.753 1.610 -0.76
N -4.821 -0.697 0.510 -0.63
N -0.007 -1.932 0.123 -0.54
N -4.963 0.068 2.725 -0.79
N 3.961 1.365 0.701 -0.78
N -2.438 -0.180 0.270 -0.60
N 0.978 -2.274 2.197 -0.79
C 2.637 1.208 0.783 0.71
C 0.063 -4.640 -0.419 -0.11
C 1.756 2.391 0.495 -0.53
C 0.492 1.968 -0.239 -0.67
C 0.558 -4.161 0.763 -0.29
C 0.525 -2.777 1.018 0.42
C -3.561 -0.417 0.438 0.56
C -0.486 -2.423 -1.041 0.07
C -0.472 -3.752 -1.359 -0.30
C -5.504 -0.455 1.610 0.66
H 0.623 1.937 -1.319 0.22
H 4.369 2.239 0.422 0.41
H 1.499 2.798 1.477 0.24
H 0.984 -4.823 1.503 0.23
H -0.901 -1.687 -1.716 0.22
H -3.986 0.306 2.737 0.42
H 4.566 0.594 0.929 0.41
H -0.868 -4.090 -2.304 0.24
H -0.336 2.655 -0.024 0.22
H -7.199 -1.141 0.770 0.43
H 0.092 -5.702 -0.623 0.23
H 2.307 3.168 -0.041 0.22
H 1.496 -2.914 2.776 0.39
H 1.343 -1.331 2.179 0.43
H -7.395 -0.611 2.409 0.41
H -5.508 0.266 3.544 0.41
```

2S+1 = 3
HOMO level (alpha / beta) = -10.46 / -11.32 eV
Gap between HOMO and LUMO (alpha / beta) = 8.4 / 7.6 eV
E = -968.3059 Eh
Energy above the lowest of the compared OMol25 structures with the same formula, charge and spin = 0.165 eV
Charge = +1
F_max = 0.35 eV/A

---

Record 2
Below is 2 unconnected molecules or ions with the total composition C10H16NO3 in a non-equilibrium geometry, with properties calculated with ωB97M-V/def2-TZVPD.

XYZ file:
```
30
Properties=species:S:1:pos:R:3:nbo_charge:R:1
O 1.303 0.530 0.170 -0.45
O 0.292 -0.664 -2.423 -0.55
O 1.321 -2.411 -1.448 -0.48
N -0.689 0.943 1.431 -0.42
C 0.568 -1.695 1.060 -0.21
C -0.987 1.598 -1.437 -0.09
C -0.240 2.497 -1.996 -0.41
C -0.376 2.334 1.813 -0.42
C 1.043 -1.489 2.279 -0.40
C 0.711 -1.244 -1.459 0.78
C -0.058 0.613 0.139 0.40
C 1.555 -3.042 -2.711 -0.27
C 0.596 -0.696 -0.036 0.04
C -2.139 0.687 1.407 -0.42
H -2.558 0.786 2.408 0.24
H -1.925 1.132 -1.623 0.21
H 2.468 -2.644 -3.154 0.21
H 1.674 -4.103 -2.504 0.21
H -0.253 0.301 2.122 0.46
H -0.784 3.006 1.059 0.24
H 0.756 2.728 -1.658 0.23
H 1.592 -0.597 2.544 0.21
H 0.715 -2.858 -3.382 0.21
H -0.815 2.567 2.782 0.24
H -2.626 1.402 0.746 0.24
H -2.329 -0.323 1.043 0.24
H 0.704 2.466 1.857 0.25
H 0.977 -2.249 3.037 0.24
H 0.098 -2.628 0.787 0.24
H -0.596 3.053 -2.851 0.24
```

HOMO level = -13.37 eV
Gap between HOMO and LUMO = 10.5 eV
E = -670.7232 Eh
Energy above the lowest of the compared OMol25 structures with the same formula, charge and spin = 1.875 eV
Charge = +1
F_max = 4.66 eV/A

---

Record 3
Below is a gas-phase ion, C10H16NO3 (charge +1) in a non-equilibrium geometry, with properties calculated with ωB97M-V/def2-TZVPD.

XYZ file:
```
30
Properties=species:S:1:pos:R:3:nbo_charge:R:1
O 2.923 -1.645 0.023 -0.38
O 0.055 0.740 1.372 -0.70
O 1.014 -2.950 1.042 -0.18
N 2.065 -3.209 1.497 0.17
C -2.161 0.991 -0.589 -0.38
C 3.173 -0.454 2.009 -0.31
C -4.462 0.821 -1.278 -0.60
C 2.682 -0.423 0.620 0.64
C 1.816 0.464 -0.274 -0.53
C 3.239 -2.530 1.002 0.06
C 3.542 -1.719 2.204 -0.01
C -0.627 1.305 -0.897 -0.43
C 0.245 0.476 0.024 0.14
C -3.019 1.047 -1.837 -0.40
H -2.069 0.098 -0.050 0.20
H 1.971 1.492 -0.187 0.26
H 0.166 1.693 1.544 0.48
H -4.774 1.579 -0.566 0.21
H -5.009 0.877 -2.207 0.22
H 4.017 -2.068 3.079 0.26
H 3.905 -3.411 0.733 0.29
H -2.585 1.702 0.103 0.21
H -2.878 1.930 -2.479 0.21
H -2.914 0.254 -2.541 0.20
H -0.494 2.430 -0.662 0.20
H 1.900 -0.025 -1.276 0.27
H -0.457 1.089 -2.019 0.23
H -0.089 -0.492 -0.310 0.19
H 3.263 0.197 2.869 0.30
H -4.440 -0.261 -0.948 0.21
```

HOMO level (alpha / beta) = -13.22 / -13.22 eV
Gap between HOMO and LUMO (alpha / beta) = 7.0 / 7.0 eV
E = -670.6523 Eh
Energy above the lowest of the compared OMol25 structures with the same formula, charge and spin = 3.803 eV
Charge = +1
F_max = 3.80 eV/A

---

Record 4
Below is 2 unconnected molecules or ions with the total composition C10H16NOPS in a non-equilibrium geometry, with properties calculated with ωB97M-V/def2-TZVPD.

XYZ file:
```
30
Properties=species:S:1:pos:R:3:nbo_charge:R:1
S -2.051 -0.640 -3.251 -0.29
P -1.017 -0.506 0.552 2.03
O -2.108 0.479 0.778 -1.04
N 0.325 -0.653 1.314 -0.94
C 3.222 1.421 0.929 -0.60
C 2.288 2.308 1.800 -0.40
C -3.077 -4.106 -1.069 -0.18
C -3.782 -2.966 -0.743 -0.22
C 0.825 1.882 1.616 -0.37
C -3.067 -1.818 -0.494 -0.14
C -1.720 -4.169 -1.060 -0.22
C 0.445 0.477 2.318 -0.25
C -1.704 -1.944 -0.208 -0.48
C -1.024 -3.069 -0.499 -0.16
H -1.077 -0.046 -2.284 0.15
H 2.448 3.335 1.600 0.20
H -3.624 -0.926 -0.213 0.25
H -3.735 -4.952 -1.385 0.22
H 2.521 0.861 0.196 0.20
H 0.266 2.598 2.139 0.20
H -2.881 0.338 -2.793 0.15
H 1.177 0.155 3.047 0.20
H 3.878 1.974 0.273 0.21
H -1.131 -5.063 -1.164 0.22
H 3.659 0.705 1.476 0.20
H 0.552 1.812 0.552 0.20
H -0.528 0.760 2.759 0.20
H -4.885 -2.930 -0.757 0.22
H 2.463 2.186 2.830 0.19
H 0.065 -3.055 -0.310 0.24
```

HOMO level = -9.26 eV
Gap between HOMO and LUMO = 8.8 eV
E = -1260.1137 Eh
Energy above the lowest of the compared OMol25 structures with the same formula, charge and spin = 1.912 eV
F_max = 5.06 eV/A